1.
Here is C24H37IrO2Si as an isolated structure from the Open Molecules 2025 dataset. Energies are from the ωB97M-V functional and the def2-TZVPD basis.

Atoms and positions in Å:
O -1.079 -1.495 -3.715
C -0.901 -0.716 -2.459
C -1.437 -1.794 -1.577
H -1.528 0.169 -2.433
H 0.136 -0.464 -2.220
C -1.326 -2.665 -2.867
H -2.441 -1.548 -1.208
H -0.754 -2.020 -0.763
C -2.596 -3.362 -3.274
H -3.417 -2.971 -2.661
H -2.474 -4.432 -3.086
H -2.806 -3.204 -4.334
C -0.101 -3.569 -2.780
H 0.161 -3.749 -1.726
H 0.791 -3.158 -3.256
H -0.350 -4.530 -3.230
Ir 0.221 -0.221 0.954
C -0.223 -0.221 3.011
C -0.141 1.146 2.540
C -1.192 1.343 1.568
H 0.645 1.854 2.782
C -1.918 0.097 1.443
C -1.317 -0.865 2.334
H -1.618 -1.904 2.424
H 0.470 -0.706 3.707
H -1.382 2.229 0.991
H -2.743 -0.079 0.773
C 3.206 0.029 1.019
C 2.043 -0.994 0.938
C 1.571 -1.050 -0.458
H 2.116 -1.926 1.522
C 2.304 -0.001 -1.176
C 3.085 0.707 -0.323
H 3.671 1.572 -0.575
H 4.188 -0.471 1.127
H 1.234 -1.973 -0.909
H 2.208 0.123 -2.253
O -3.346 -0.002 -2.641
C -4.618 -0.727 -2.770
C -4.979 -0.841 -4.262
H -5.404 -0.154 -2.244
H -4.572 -1.723 -2.309
C -4.241 0.336 -4.920
H -6.053 -0.768 -4.438
H -4.614 -1.810 -4.649
C -3.150 0.726 -3.915
H -4.914 1.195 -5.047
H -3.858 0.052 -5.910
H -3.188 1.803 -3.682
H -2.165 0.478 -4.322
C 5.051 1.699 5.556
Si 3.817 2.661 4.518
C 2.366 3.148 5.632
C 4.674 4.232 3.946
C 3.129 1.681 3.108
C 3.044 0.921 2.137
H 5.685 2.385 6.132
H 5.705 1.082 4.929
H 4.549 1.029 6.264
H 2.661 3.093 6.694
H 2.039 4.178 5.409
H 1.514 2.471 5.461
H 5.002 4.136 2.903
H 4.000 5.096 4.009
H 5.560 4.445 4.559

2S+1: 5
HOMO level (alpha / beta) (eV): -4.3805 / -8.6942
Energy relative to the best compared isomer or geometry (same formula, charge and spin) (kJ/mol): 0.0

2.
Here is one molecule with the formula C5H7N3 from the Open Molecules 2025 dataset. Energies are from the ωB97M-V functional and the def2-TZVPD basis.

Atoms and positions in Å:
C -0.727 2.019 -1.463
C -0.076 2.096 -0.100
N 0.194 1.063 0.611
N 0.010 -0.131 -0.013
C 0.351 -1.154 0.692
C 0.223 -2.490 0.091
C 0.779 -1.108 2.094
N 1.148 -1.109 3.197
H -1.612 2.678 -1.406
H 0.055 2.424 -2.154
H -1.005 1.001 -1.722
H 0.133 3.070 0.310
H -0.511 -3.041 0.675
H -0.131 -2.310 -0.937
H 1.170 -3.006 0.125

2S+1: 1
Structure (SMILES): C/C=N\N=C(\C)C#N
HOMO level (eV): -9.5333
Energy relative to the best compared isomer or geometry (same formula, charge and spin) (kJ/mol): 258.1

3.
Here is C6H15Cl2CoNO2 as an isolated structure from the Open Molecules 2025 dataset. Energies are from the ωB97M-V functional and the def2-TZVPD basis.

Atoms and positions in Å:
Co -20.882 5.903 10.837
Cl -20.419 4.471 12.631
Cl -22.663 5.437 9.427
C -23.034 7.495 12.362
O -21.667 7.454 11.915
C -21.172 8.725 11.550
C -19.828 8.620 10.919
N -19.859 7.526 9.919
C -18.559 7.042 9.423
C -18.790 5.700 8.721
O -19.476 4.891 9.661
C -19.356 3.498 9.326
H -23.147 6.590 12.960
H -23.703 7.414 11.506
H -23.215 8.354 13.002
H -21.045 9.528 12.296
H -21.910 9.139 10.843
H -19.080 8.302 11.653
H -19.550 9.600 10.526
H -20.282 7.891 9.064
H -17.900 6.874 10.280
H -18.022 7.752 8.785
H -17.777 5.313 8.572
H -19.307 5.793 7.765
H -18.403 3.168 9.726
H -19.439 3.353 8.246
H -20.233 2.989 9.716

2S+1: 4
HOMO level (alpha / beta) (eV): -8.8225 / -8.6764

4.
Here is a 2-piece molecular cluster, C4H10N2OS overall from the Open Molecules 2025 dataset. Energies are from the ωB97M-V functional and the def2-TZVPD basis.

Atoms and positions in Å:
C -4.034 -0.259 -0.896
C -3.817 1.233 -0.830
C -2.339 -0.787 0.742
C 5.324 -0.475 0.490
N -2.958 -1.095 -0.338
N 5.343 0.941 0.828
O -2.692 -2.223 -0.848
S -2.959 1.844 0.672
H -4.875 -0.523 -0.367
H -4.169 -0.606 -1.895
H -3.076 1.497 -1.719
H -4.755 1.776 -0.919
H -1.705 -1.530 1.225
H 5.712 -0.545 -0.485
H 5.997 -1.081 1.227
H 4.401 -0.820 0.426
H 6.172 1.345 1.365
H 4.430 1.308 1.323

2S+1: 1
HOMO level (alpha / beta) (eV): -8.8037 / -8.8037
Energy relative to the best compared isomer or geometry (same formula, charge and spin) (kJ/mol): 764.1

F_max per entry: 0.141; 0.040; 0.033; 0.117 Eh/bohr
E per entry: -1480.60616; -358.92008; -2746.04100; -741.08697 a.u.